Formula: C52H67Cl4N5O3
Source: the OMol25 dataset
Level of theory: ωB97M-V/def2-TZVPD

Structure (ORCA input):
```
! RIJCOSX wB97M-V def2-TZVPD def2/J DEFGRID3
* xyz 4 1
C 1.372 -9.431 -5.094
N 1.051 -8.062 -4.604
C 1.637 -6.977 -5.131
C 1.255 -5.713 -4.751
C 0.252 -5.494 -3.818
C -0.362 -6.669 -3.306
C 0.003 -7.922 -3.770
C -0.188 -4.193 -3.303
C -0.574 -3.151 -4.144
C -1.114 -1.960 -3.694
N -1.211 -1.740 -2.376
C -0.732 -2.632 -1.483
C -0.311 -3.875 -1.948
C -1.744 -0.451 -1.897
H 0.491 -9.847 -5.580
H 1.717 -9.971 -4.217
H 2.105 -9.281 -5.882
H 2.425 -7.138 -5.853
H 1.966 -4.938 -5.019
H -1.133 -6.487 -2.569
H -0.528 -8.839 -3.552
H -0.434 -3.248 -5.215
H -1.413 -1.213 -4.414
H -0.803 -2.263 -0.447
H 0.016 -4.614 -1.225
H -2.410 -0.687 -1.069
H -2.381 0.007 -2.651
H -0.937 0.203 -1.580
C 3.924 -2.520 -7.663
N 3.742 -2.356 -6.190
C 4.512 -3.002 -5.314
C 4.267 -2.906 -3.937
C 3.262 -2.042 -3.458
C 2.439 -1.460 -4.428
C 2.701 -1.612 -5.768
C 3.034 -2.025 -1.973
C 3.499 -2.968 -1.056
C 3.179 -2.913 0.274
N 2.446 -1.899 0.780
C 1.895 -1.011 -0.088
C 2.231 -1.008 -1.424
C 1.992 -1.978 2.182
H 4.954 -2.828 -7.809
H 3.646 -1.592 -8.148
H 3.236 -3.327 -7.918
H 5.197 -3.758 -5.674
H 4.905 -3.461 -3.267
H 1.566 -0.863 -4.201
H 2.071 -1.129 -6.500
H 4.030 -3.811 -1.480
H 3.677 -3.521 1.019
H 1.276 -0.287 0.441
H 1.875 -0.217 -2.071
H 1.165 -2.658 2.358
H 1.740 -0.948 2.438
H 2.861 -2.219 2.795
C -4.586 7.076 2.635
C -5.549 6.003 2.066
C -4.953 5.178 0.915
C -3.855 4.178 1.407
N -3.007 3.593 0.299
C -2.307 4.630 -0.574
C -1.062 3.914 -1.124
C -0.656 2.965 -0.034
C -1.832 2.859 0.956
C -3.783 2.655 -0.552
H -3.830 6.658 3.298
H -5.097 7.869 3.178
H -4.157 7.589 1.772
H -6.406 6.546 1.668
H -5.928 5.288 2.799
H -4.523 5.894 0.213
H -5.800 4.620 0.518
H -4.326 3.264 1.770
H -3.328 4.685 2.211
H -3.021 5.011 -1.300
H -2.063 5.471 0.074
H -1.292 3.438 -2.082
H -0.166 4.490 -1.356
H -0.373 1.956 -0.337
H 0.165 3.405 0.528
H -2.142 1.851 1.236
H -1.512 3.290 1.904
H -3.084 2.306 -1.307
H -4.609 3.197 -1.008
H -4.211 1.910 0.115
C -1.968 -0.831 2.192
O -0.941 -0.715 1.213
H -1.984 -1.887 2.487
H -1.815 -0.189 3.062
H -2.917 -0.566 1.703
Cl -4.480 -5.053 -0.136
C -4.064 -3.909 1.163
C -5.202 -3.101 1.712
Cl -6.249 -4.052 2.879
H -3.346 -3.170 0.788
H -3.469 -4.460 1.888
H -5.919 -2.786 0.964
H -4.778 -2.341 2.363
Cl -2.687 2.073 4.557
C -3.030 1.160 6.060
C -2.385 1.881 7.257
Cl -3.178 3.486 7.432
H -2.443 0.261 5.867
H -4.093 0.954 6.087
H -1.332 2.074 7.089
H -2.600 1.300 8.150
C 1.083 1.390 5.293
C 0.773 1.018 3.987
C 1.373 1.666 2.933
C 2.279 2.697 3.159
C 2.692 3.017 4.466
C 2.001 2.393 5.512
C 3.861 3.904 4.733
O 4.251 4.060 5.862
C 4.513 4.533 3.555
C 5.621 5.336 3.733
C 6.302 5.901 2.656
C 5.872 5.646 1.366
C 4.689 4.891 1.174
C 4.000 4.354 2.253
C 2.851 3.464 2.002
O 2.486 3.196 0.863
H 0.586 0.885 6.110
H 0.085 0.196 3.832
H 1.126 1.407 1.910
H 2.387 2.528 6.516
H 6.084 5.383 4.710
H 7.187 6.504 2.801
H 6.303 5.971 0.430
H 4.430 4.640 0.156
*
```

## Properties
E_HOMO = -0.554 hartree
Kohn-Sham gap = 3.394 eV
Calculated total energy = -118655.176 eV
Energy relative to the best compared isomer or geometry (same formula, charge and spin) = 1.3408 eV